ORCA calculation (ωB97M-V/def2-TZVPD) on a cluster of 2 separate species, C6H16 in total at a distorted geometry.

```
22
Properties=species:S:1:pos:R:3
C 1.12179 -0.72603 -1.76018
C 0.20677 -1.80870 -1.16608
C 2.56419 -0.98880 -1.37622
H 1.03801 -0.74223 -2.84969
H 0.83681 0.25477 -1.38423
H -0.16192 -1.50139 -0.18231
H 2.74425 -0.53930 -0.39489
H 2.81884 -2.04755 -1.39233
H 0.59484 -2.81299 -1.02485
H -0.69593 -1.95932 -1.76703
H 3.28795 -0.51724 -2.04728
C -1.36056 1.77401 1.46912
C -0.43417 0.92285 2.37544
C -2.11223 0.96759 0.43516
H -0.79918 2.50915 0.89991
H -2.01187 2.30369 2.16603
H -0.34511 1.32970 3.38069
H -0.95258 -0.02218 2.57749
H -3.03831 0.54025 0.82723
H 0.47045 0.72335 1.81799
H -1.67187 0.06730 -0.02504
H -2.21770 1.56856 -0.47183
```

## Properties
Multiplicity: 1
SMILES: CCC.CCC
DFT total energy (eV): -6480.917
E_LUMO (eV): 1.101
Energy above the lowest of the compared OMol25 structures with the same formula, charge and spin (kcal/mol): 17.1

Atom charges from the natural (NBO) analysis, given in e for atoms 1 to 5:
1 C -0.403
2 C -0.616
3 C -0.604
4 H 0.196
5 H 0.200

***

ORCA calculation (ωB97M-V/def2-TZVPD) on a cluster of 2 separate species, C6H16 in total at a distorted geometry.

```
22
Properties=species:S:1:pos:R:3
C -0.36672 -0.13304 1.62644
C 1.10817 0.29276 1.71544
C -0.96829 -0.26745 3.03676
H -0.57122 -1.04005 1.06011
H -0.83687 0.61899 0.98729
H 1.76228 -0.59195 1.69909
H 1.54480 0.99264 1.01261
H -1.58435 0.59935 3.25840
H -0.27546 -0.75883 3.71538
H 1.28164 0.66625 2.72663
H -1.75429 -1.04456 3.01414
C -0.06042 -0.43746 -2.35023
C -1.15398 0.52341 -1.91034
C 1.38257 -0.02181 -2.22542
H -0.22373 -0.59454 -3.42915
H -0.17106 -1.39508 -1.84655
H -1.76177 0.10683 -1.10378
H -0.60823 1.32696 -1.38847
H 1.73157 0.77178 -2.89457
H -1.81416 0.97899 -2.63530
H 2.10024 -0.83695 -2.30844
H 1.64682 0.41039 -1.24779
```

## Properties
Multiplicity: 1
SMILES: CCC.CCC
DFT total energy (eV): -6480.581
E_LUMO (eV): 1.146
Energy above the lowest of the compared OMol25 structures with the same formula, charge and spin (kcal/mol): 24.8

Atom charges from the natural (NBO) analysis, given in e for atoms 1 to 5:
1 C -0.413
2 C -0.617
3 C -0.631
4 H 0.197
5 H 0.203

***

ORCA calculation (ωB97M-V/def2-TZVPD) on a cluster of 2 separate species, C6H16 in total at a distorted geometry.

```
22
Properties=species:S:1:pos:R:3
C -0.80360 0.57629 -0.23045
C -2.27334 0.46647 -0.47255
C -0.05929 1.39931 -1.30633
C -0.53620 1.24695 1.17823
H -0.40170 -0.39692 -0.11777
H -2.92451 1.23575 0.05331
H -2.64287 -0.57162 -0.46457
H 0.02638 2.42672 -1.11315
H 0.98537 1.07981 -1.27665
H -0.35511 1.32401 -2.40667
H -0.62011 0.44583 2.02119
H 0.55282 1.51357 1.40815
H -1.26775 2.06166 1.59163
H -2.54431 0.67451 -1.66397
C 1.90393 -1.46416 1.07312
C 1.54585 -2.09993 -0.31073
H 2.94418 -0.97425 1.04302
H 1.20536 -0.78182 1.32281
H 1.87670 -2.24961 1.91749
H 0.63204 -2.60851 -0.46450
H 2.38421 -2.70550 -0.41239
H 1.48515 -1.22318 -1.02557
```

## Properties
Multiplicity: 1
SMILES: CC(C)C.CC
DFT total energy (eV): -6479.692
E_LUMO (eV): 1.006
Energy above the lowest of the compared OMol25 structures with the same formula, charge and spin (kcal/mol): 45.3

Atom charges from the natural (NBO) analysis, given in e for atoms 1 to 5:
1 C -0.262
2 C -0.608
3 C -0.606
4 C -0.630
5 H 0.209

***

ORCA calculation (ωB97M-V/def2-TZVPD) on an isolated molecule of C6H16BO5P at a distorted geometry.

```
29
Properties=species:S:1:pos:R:3
C -3.30844 -1.42861 -0.03376
O -1.88729 -1.74291 -0.04307
C -1.42505 -2.04439 -1.38998
C -0.43946 -0.86652 -1.83752
C 1.06449 -0.99597 -1.29081
P 1.44921 0.03708 0.26386
C 2.00342 1.01722 1.84196
C 0.87194 0.95414 2.95139
O 0.99305 0.25116 3.98955
O -0.32367 1.71236 2.71985
B 1.37776 1.71414 -0.66646
O 2.42365 2.28630 -1.45909
O 0.12147 2.46164 -0.56492
H -3.65783 -1.64217 1.04576
H -3.92656 -2.13676 -0.69349
H -3.52199 -0.32986 -0.27098
H -2.32581 -2.00604 -2.11425
H -0.99011 -3.09624 -1.50065
H -0.95887 0.11980 -1.60010
H -0.37121 -0.91687 -2.99085
H 1.25050 -2.10041 -1.00996
H 1.79833 -0.77357 -2.15657
H 2.74883 -0.61932 0.30125
H 0.39701 -0.55737 1.03477
H 3.00792 0.64523 2.25670
H 2.18322 2.11329 1.53815
H -0.65359 2.07633 3.56871
H 1.97396 2.84984 -2.13159
H 0.12512 3.01849 0.24210
```

## Properties
Multiplicity: 1
SMILES: COCCC[PH2](CC(=O)O)B(O)O
DFT total energy (eV): -26682.199
E_LUMO (eV): 0.331

Atom charges from the natural (NBO) analysis, given in e for atoms 1 to 5:
1 C -0.267
2 O -0.568
3 C -0.067
4 C -0.449
5 C -0.765

***

ORCA calculation (ωB97M-V/def2-TZVPD) on a structure of composition C6H16Cl2O3STa at a distorted geometry.

```
29
Properties=species:S:1:pos:R:3
C 4.23451 1.32054 -0.50087
C 3.38282 0.46162 0.43218
Cl 4.41301 -0.84980 1.12274
C 2.08410 -0.07215 -0.15614
Cl 2.42337 -1.37717 -1.38510
Ta 0.33207 -0.65278 1.23228
C -0.96618 -1.33592 -0.49037
C -2.50070 -1.40474 -0.39018
C -3.23128 -0.32047 -1.18339
S -3.30508 1.31758 -0.47770
O -4.64321 1.83860 -0.56217
O -2.22420 2.12464 -0.96625
O -3.01590 0.91671 1.03924
H 4.73591 2.11634 0.05357
H 3.60385 1.78027 -1.26638
H 4.99788 0.72680 -1.00556
H 3.09155 1.02529 1.31994
H 1.69697 0.74045 -0.78798
H 1.32000 -2.17545 1.55127
H 1.39078 -0.02035 2.61752
H -0.24046 1.11075 1.38490
H -0.75973 -1.36720 2.54347
H -0.68125 -0.79213 -1.40234
H -0.56382 -2.35487 -0.62329
H -2.88048 -2.34612 -0.80803
H -2.84299 -1.38768 0.64527
H -2.72774 -0.14329 -2.13802
H -4.27334 -0.57891 -1.37784
H -2.85045 1.69946 1.57924
```

## Properties
Multiplicity: 1
Total charge: -1
DFT total energy (eV): -50051.533
E_LUMO (eV): 2.872

Atom charges from the natural (NBO) analysis, given in e for atoms 1 to 5:
1 C -0.631
2 C -0.205
3 Cl -0.092
4 C -0.690
5 Cl -0.129

***

ORCA calculation (ωB97M-V/def2-TZVPD) on a cluster of 2 separate species, C6H16ClNSi in total at a distorted geometry.

```
25
Properties=species:S:1:pos:R:3
C -1.51587 1.61690 -2.94450
C 1.51043 0.65875 -0.76179
C 0.96588 0.04310 2.46409
C 0.63281 -2.34434 2.04218
C -0.44424 0.67338 -2.49813
C 0.16472 0.97293 -1.13165
N 0.02504 -1.02275 2.13095
Si -1.49908 -0.61452 1.35344
Cl -2.62209 -2.40543 1.22161
H -1.55664 2.36469 -2.18105
H -2.48164 1.10292 -2.87285
H -1.45571 2.11119 -3.95140
H 2.24268 0.73569 -1.61917
H 1.85677 1.16612 0.13921
H 1.56932 -0.43460 -0.47314
H 1.89540 -0.44653 2.28763
H 0.59142 0.85956 1.76473
H 0.73640 0.28605 3.46669
H 1.03981 -2.61182 2.99854
H -0.25570 -2.98703 1.70292
H 1.44972 -2.36451 1.28650
H -0.66145 -0.40008 -2.46706
H 0.38989 0.82988 -3.27394
H -0.34113 1.98217 -0.80444
H -2.23675 0.22829 2.12064
```

## Properties
Multiplicity: 1
DFT total energy (eV): -28368.677
E_LUMO (alpha / beta) (eV): -0.316 / 0.458
Energy above the lowest of the compared OMol25 structures with the same formula, charge and spin (kcal/mol): 135.8

Atom charges from the natural (NBO) analysis, given in e for atoms 1 to 5:
1 C -0.610
2 C -0.712
3 C -0.413
4 C -0.415
5 C -0.485

***

ORCA calculation (ωB97M-V/def2-TZVPD) on a structure of composition C6H16IrN3O at a distorted geometry.

```
27
Properties=species:S:1:pos:R:3
Ir 0.24101 0.01499 -0.09307
N 1.49307 -0.90090 1.37467
C 1.19631 -2.35645 1.34126
C -0.29739 -2.44644 1.39867
N -0.90715 -1.69363 0.24851
C -1.05129 -2.47004 -1.03904
C 0.12326 -2.24114 -1.94182
N 0.24833 -0.76736 -2.06651
H 2.48876 -0.71079 1.26204
H 1.23888 -0.52475 2.28953
H 1.64688 -2.88640 2.18165
H 1.62579 -2.79193 0.44334
H -0.66832 -1.99943 2.32313
H -0.62955 -3.48545 1.39881
H -1.83549 -1.38614 0.53234
H -1.96751 -2.13445 -1.52784
H -1.17747 -3.53259 -0.82916
H -0.05325 -2.71638 -2.90845
H 1.05613 -2.65666 -1.57105
H -0.56527 -0.38931 -2.55695
H 1.06222 -0.50851 -2.62412
C -0.86098 4.57115 1.65700
C -0.64273 3.27899 1.09503
O -0.65801 2.35991 0.45187
H -1.47121 5.14148 0.94024
H 0.09620 5.07365 1.86057
H -1.36858 4.46668 2.62855
```

## Properties
Multiplicity: 2
Total charge: +3
⟨S²⟩: 0.7540
DFT total energy (eV): -15806.153
E_LUMO (alpha / beta) (eV): -12.277 / -12.301
Energy above the lowest of the compared OMol25 structures with the same formula, charge and spin (kcal/mol): 41.7

Atom charges from the natural (NBO) analysis, given in e for atoms 1 to 5:
1 Ir 0.927
2 N -0.799
3 C -0.254
4 C -0.259
5 N -0.485

***

ORCA calculation (ωB97M-V/def2-TZVPD) on a structure of composition C6H16MgO10S at a distorted geometry.

```
34
Properties=species:S:1:pos:R:3
Mg -0.29891 0.49460 -0.32508
O 1.43006 1.23838 0.49423
C 1.98363 2.33375 -0.09953
C 1.76547 2.07953 -1.63193
O 0.62309 1.27055 -1.88266
H 3.04723 2.37354 0.09693
H 1.54004 3.32982 0.18574
H 2.68532 1.59545 -1.98292
H 1.79162 3.05259 -2.09632
S -3.01988 -1.03692 -0.88765
O -3.28832 0.31971 -1.39978
O -2.08304 -0.66144 0.27853
O -4.22916 -1.88036 -0.78808
O -1.92987 -1.53916 -1.75312
C 1.60167 -1.72519 -0.42491
C 2.15709 -2.58296 -1.50630
O 1.64503 -3.97334 -1.44206
O 0.21014 -1.68187 -0.24539
H 2.05612 -0.71484 -0.51310
H 2.03655 -2.15365 0.47681
H 3.25994 -2.55710 -1.46922
H 1.85048 -2.17821 -2.47278
H 0.72270 -3.77463 -1.58798
H -0.45612 -1.78912 -1.00474
C -2.13974 1.47384 2.19760
C -0.84124 1.04402 2.89268
O -0.59611 -0.29020 2.50849
O -1.97493 1.98980 0.84254
H -2.71532 2.25804 2.72468
H -2.83783 0.62471 2.11353
H -0.86306 0.93589 3.98051
H 0.01581 1.66610 2.58549
H -1.13097 -0.66215 1.76255
H -2.01747 1.12080 0.37326
```

## Properties
Multiplicity: 1
Total charge: -2
DFT total energy (eV): -43237.624
E_LUMO (eV): 5.444

Atom charges from the natural (NBO) analysis, given in e for atoms 1 to 5:
1 Mg 1.822
2 O -1.056
3 C -0.052
4 C -0.062
5 O -1.074

***

ORCA calculation (ωB97M-V/def2-TZVPD) on the ion C6H16N with charge +1 at a distorted geometry.

```
23
Properties=species:S:1:pos:R:3
C -2.47723 1.86779 0.39640
C -1.50078 1.37482 -0.64685
C -0.81180 -0.00222 -0.61897
C -0.49261 -0.27950 0.88441
C 0.74157 -1.19360 0.94198
C 1.95600 -0.55925 0.23407
N 2.51032 -1.47719 -0.87486
H -3.05742 2.66090 -0.20972
H -3.22234 1.16354 0.70845
H -2.02202 2.44125 1.22518
H -0.80337 2.33134 -0.70776
H -1.86070 1.46998 -1.72153
H -1.49314 -0.79103 -0.83783
H -0.00874 -0.06918 -1.24271
H -0.23847 0.55370 1.55223
H -1.36665 -0.84396 1.17201
H 0.94677 -1.40324 1.96841
H 0.67155 -2.16046 0.50939
H 2.80839 -0.40042 0.95628
H 1.79025 0.52639 -0.29504
H 2.89391 -0.88212 -1.57593
H 3.17035 -2.19239 -0.49279
H 1.86615 -2.13518 -1.32480
```

## Properties
Multiplicity: 1
Total charge: +1
SMILES: CCCCCC[NH3+]
DFT total energy (eV): -7963.362
E_LUMO (eV): -3.754
Energy above the lowest of the compared OMol25 structures with the same formula, charge and spin (kcal/mol): 47.7

Atom charges from the natural (NBO) analysis, given in e for atoms 1 to 5:
1 C -0.633
2 C -0.408
3 C -0.399
4 C -0.393
5 C -0.426